# 1
The following is a DFT calculation (wB97M-V/def2-TZVPD) of C40H34BrCsF6N3O2P2 as an isolated structure.

The geometry in XYZ format:
```
89
Properties=species:S:1:pos:R:3:mulliken_charge:R:1
Cs 0.251 -0.132 0.401 1.42
Br -1.149 4.962 3.230 -0.15
C -1.742 3.919 1.808 -0.40
C -1.750 4.472 0.516 -0.32
C -2.160 3.709 -0.535 -0.63
C -2.567 2.332 -0.345 0.17
O -2.850 1.619 -1.320 -0.67
C -2.585 1.804 1.026 0.86
C -2.951 0.366 1.125 -0.96
N -2.893 -0.444 2.098 -0.48
C -2.672 -0.087 3.441 -0.44
C -3.680 0.488 4.168 0.09
C -3.519 0.750 5.547 -0.72
C -2.361 0.421 6.183 -0.92
C -1.307 -0.196 5.462 1.26
C -0.086 -0.565 6.078 -0.78
C 0.895 -1.148 5.335 -0.89
C 0.653 -1.356 3.960 0.21
N -0.460 -1.038 3.351 -0.24
C -1.450 -0.460 4.088 0.44
C -2.162 2.605 2.059 0.47
H -1.417 5.491 0.378 0.46
H -2.158 4.077 -1.552 0.46
H -3.239 -0.054 0.164 0.53
H -4.609 0.738 3.672 0.45
H -4.330 1.213 6.093 0.40
H -2.229 0.621 7.239 0.39
H 0.050 -0.370 7.135 0.41
H 1.846 -1.433 5.762 0.43
H 1.433 -1.795 3.343 0.19
H -2.138 2.238 3.074 0.36
C 2.905 -3.307 1.112 -1.38
C 1.638 -3.852 0.467 1.09
C 1.370 -5.291 0.895 -1.70
C 1.650 -3.741 -1.067 -0.38
C 2.846 -4.402 -1.760 -0.81
O 3.661 -3.291 -2.182 -0.48
C 2.887 -2.188 -2.037 0.21
N 1.753 -2.331 -1.484 -0.06
C 3.516 -0.931 -2.520 -0.21
C 4.902 -0.889 -2.476 -0.73
C 5.599 0.236 -2.887 -0.90
C 4.895 1.317 -3.383 -0.80
C 3.508 1.273 -3.441 -0.29
C 2.785 0.169 -3.004 0.87
P 0.931 0.201 -3.024 0.69
C 0.591 1.942 -3.451 0.42
C -0.131 2.346 -4.567 -0.61
C -0.430 3.689 -4.761 -0.60
C 0.010 4.644 -3.859 -0.71
C 0.744 4.251 -2.743 -0.77
C 1.015 2.910 -2.531 0.05
C 0.570 -0.692 -4.573 0.11
C -0.684 -1.297 -4.663 -0.58
C -1.070 -1.966 -5.816 -0.63
C -0.194 -2.048 -6.889 -0.46
C 1.060 -1.459 -6.806 -0.74
C 1.440 -0.781 -5.657 -0.23
H 2.846 -3.392 2.199 0.51
H 3.081 -2.259 0.867 0.06
H 3.784 -3.878 0.800 0.35
H 0.781 -3.251 0.794 0.01
H 2.190 -5.952 0.604 0.33
H 0.453 -5.679 0.447 0.44
H 1.268 -5.365 1.978 0.42
H 0.715 -4.165 -1.441 0.64
H 2.558 -4.955 -2.654 0.27
H 3.453 -5.038 -1.117 0.39
H 5.435 -1.748 -2.093 0.52
H 6.677 0.266 -2.814 0.39
H 5.414 2.204 -3.720 0.45
H 2.983 2.136 -3.829 0.54
H -0.461 1.615 -5.294 0.39
H -0.997 3.989 -5.634 0.42
H -0.208 5.692 -4.026 0.37
H 1.110 4.987 -2.039 0.51
H 1.607 2.620 -1.668 0.40
H -1.365 -1.239 -3.821 0.37
H -2.048 -2.425 -5.873 0.42
H -0.489 -2.575 -7.788 0.38
H 1.745 -1.525 -7.642 0.42
H 2.420 -0.323 -5.605 0.40
F 2.961 0.011 0.368 -0.60
P 3.485 1.360 1.171 1.33
F 3.326 2.189 -0.208 -0.38
F 1.888 1.693 1.492 -0.39
F 3.923 2.675 1.957 -0.35
F 3.532 0.483 2.525 -0.43
F 4.995 0.985 0.822 -0.36
```

Computed properties:
Charge   0
LUMO energy (spin up / spin down)   -0.019 / -0.099 hartree
2S+1   2

# 2
The following is a DFT calculation (wB97M-V/def2-TZVPD) of C40H34ClGeN4O11PbSSe as an isolated structure in a non-equilibrium geometry.

The geometry in XYZ format:
```
94
Properties=species:S:1:pos:R:3:mulliken_charge:R:1
Pb 0.082 0.239 -0.498 2.51
O -0.649 0.693 -5.057 -0.67
Cl -0.483 1.295 -3.794 1.88
O -0.146 2.681 -3.993 -0.79
O 0.578 0.662 -3.073 -0.74
O -1.686 1.222 -3.035 -0.63
O -0.040 0.677 2.066 -0.25
C -0.279 -0.030 3.050 -0.23
C 0.640 -0.797 3.815 0.71
C 0.228 -1.310 5.042 -0.39
C 1.082 -2.057 5.831 -0.71
C 2.376 -2.391 5.350 -0.50
C 2.792 -1.944 4.147 -0.70
C 1.985 -1.075 3.308 0.42
O 2.426 -0.623 2.249 -0.72
N 0.676 -2.493 7.105 1.00
O -0.453 -2.210 7.490 -0.67
O 1.471 -3.129 7.788 -0.67
H -1.325 -0.066 3.423 0.10
H -0.769 -1.101 5.406 0.60
H 3.001 -3.017 5.970 0.49
H 3.766 -2.202 3.759 0.52
O 2.671 -2.775 -0.283 -0.77
C 1.559 -2.719 0.193 0.51
O 0.621 -1.896 -0.143 -0.89
C 1.121 -3.723 1.275 -0.68
C -0.358 -3.571 1.554 -0.63
Ge -1.455 -3.887 -0.101 1.94
C -3.248 -3.062 0.175 -0.30
C -3.411 -1.686 0.052 -0.22
C -4.665 -1.107 0.129 -1.12
C -5.779 -1.898 0.363 -0.57
C -5.629 -3.265 0.522 -0.68
C -4.374 -3.838 0.417 -0.71
C -0.898 -3.387 -1.941 -0.09
C -1.664 -2.525 -2.714 0.03
C -1.254 -2.160 -3.984 -0.58
C -0.056 -2.631 -4.488 -0.49
C 0.703 -3.509 -3.734 -0.74
C 0.277 -3.894 -2.476 -0.07
C -1.735 -5.870 -0.237 -0.20
C -1.294 -6.763 0.731 -0.42
C -1.455 -8.129 0.574 -0.64
C -2.065 -8.629 -0.562 -0.45
C -2.512 -7.754 -1.538 -0.69
C -2.342 -6.392 -1.375 -0.33
H 1.724 -3.522 2.166 0.25
H 1.366 -4.731 0.924 0.39
H -0.550 -2.550 1.881 -0.16
H -0.674 -4.245 2.351 0.76
H -2.539 -1.061 -0.117 0.62
H -4.776 -0.040 -0.006 0.55
H -6.759 -1.445 0.421 0.38
H -6.493 -3.886 0.718 0.40
H -4.255 -4.908 0.521 0.41
H -2.599 -2.140 -2.329 0.29
H -1.864 -1.499 -4.580 0.46
H 0.280 -2.309 -5.463 0.36
H 1.639 -3.887 -4.120 0.40
H 0.875 -4.581 -1.893 0.40
H -0.815 -6.384 1.623 0.25
H -1.100 -8.806 1.339 0.40
H -2.192 -9.696 -0.688 0.36
H -2.988 -8.139 -2.430 0.39
H -2.683 -5.707 -2.142 0.39
Se -0.660 4.339 -2.102 0.44
N -2.183 4.924 -1.467 -0.95
C -2.636 4.037 -0.575 0.52
C -3.826 4.066 0.166 -0.62
C -4.072 3.017 1.019 -0.90
C -3.167 1.942 1.095 -0.95
N -2.046 1.884 0.425 0.62
C -1.757 2.919 -0.368 0.53
N -0.629 2.969 -1.071 -0.18
H -4.516 4.890 0.060 0.46
H -4.969 3.001 1.622 0.42
H -3.378 1.095 1.733 0.69
C 1.458 3.369 1.976 -1.07
S 2.328 1.773 1.614 0.96
O 1.934 1.509 0.200 -0.57
C 3.912 2.628 1.305 0.31
C 4.115 3.163 0.045 -0.62
C 5.306 3.801 -0.249 -0.68
C 6.294 3.893 0.717 -0.41
C 6.094 3.345 1.974 -0.65
C 4.899 2.709 2.271 -0.40
H 1.501 4.005 1.102 0.34
H 1.926 3.843 2.832 0.51
H 0.430 3.109 2.196 0.20
H 3.341 3.046 -0.698 0.33
H 5.464 4.218 -1.234 0.41
H 7.227 4.390 0.491 0.37
H 6.873 3.404 2.721 0.39
H 4.743 2.262 3.241 0.43
```

Computed properties:
Charge   -1
LUMO energy   0.027 hartree
2S+1   1

# 3
The following is a DFT calculation (wB97M-V/def2-TZVPD) of C40H34ClN6PTb as an isolated structure in a non-equilibrium geometry.

The geometry in XYZ format:
```
83
Properties=species:S:1:pos:R:3:mulliken_charge:R:1
Tb 1.270 0.284 -1.255 0.16
C -1.316 3.399 -3.524 -0.49
C -0.757 2.179 -3.069 -0.04
N -0.255 2.058 -1.841 0.26
C -0.303 3.132 -0.984 -0.31
C -0.961 4.301 -1.449 -0.40
N -1.541 4.345 -2.628 -0.52
C 0.393 2.998 0.308 1.40
C 0.134 3.953 1.327 -1.02
C 0.701 3.761 2.588 0.45
C 1.613 2.736 2.760 -0.33
C 1.835 1.854 1.731 0.13
N 1.070 1.870 0.545 0.61
C 2.672 0.652 1.766 -0.17
C 3.609 0.435 2.764 -0.52
N 4.376 -0.669 2.791 -0.56
C 4.322 -1.490 1.763 -0.54
C 3.393 -1.288 0.759 -0.29
N 2.542 -0.269 0.795 0.67
C 0.370 4.603 3.806 0.46
C 1.304 4.854 4.784 -0.50
C 0.962 5.805 5.751 -0.39
N -0.283 6.367 5.885 -0.55
C -1.176 6.034 4.972 -0.44
C -0.873 5.205 3.871 -0.47
H -1.741 3.436 -4.516 0.42
H -0.472 1.381 -3.830 0.25
H -1.121 5.143 -0.770 0.39
H -0.406 4.899 1.135 0.57
H 2.214 2.676 3.643 0.26
H 3.725 1.058 3.671 0.40
H 5.083 -2.261 1.743 0.45
H 3.328 -1.936 -0.113 0.37
H 2.297 4.364 4.788 0.30
H 1.743 6.286 6.369 0.35
H -2.166 6.456 5.137 0.39
H -1.618 4.960 3.121 0.47
C -0.593 -1.091 2.550 -1.55
C -1.425 -2.215 2.015 0.30
C -2.379 -2.791 2.858 -0.69
C -3.034 -3.933 2.548 -0.62
C -2.864 -4.510 1.279 -0.81
C -2.107 -3.853 0.362 -0.52
C -1.324 -2.723 0.666 0.68
P -0.661 -1.819 -0.738 1.76
C -2.220 -1.691 -1.749 1.04
C -3.143 -0.789 -1.116 -1.33
C -4.280 -0.447 -1.803 -0.81
C -4.541 -0.943 -3.080 -0.73
C -3.699 -1.846 -3.646 -0.78
C -2.540 -2.267 -2.955 1.64
C -1.797 -3.405 -3.621 -1.87
C 0.608 -2.789 -1.629 0.64
C 1.073 -4.021 -1.141 -1.00
C 2.031 -4.745 -1.850 -0.95
C 2.716 -4.251 -2.962 -0.64
C 2.402 -2.971 -3.412 -1.07
C 1.309 -2.323 -2.810 1.34
C 0.918 -1.018 -3.330 -1.59
H 0.419 -1.046 2.027 -0.11
H -0.345 -1.434 3.539 0.67
H -1.085 -0.124 2.734 0.44
H -2.539 -2.288 3.826 0.43
H -3.827 -4.342 3.199 0.34
H -3.307 -5.474 1.067 0.45
H -2.004 -4.178 -0.660 0.42
H -3.033 -0.291 -0.175 0.48
H -5.021 0.210 -1.374 0.45
H -5.473 -0.687 -3.633 0.37
H -3.906 -2.285 -4.615 0.49
H -1.081 -3.040 -4.346 0.36
H -2.534 -3.987 -4.200 0.58
H -1.267 -4.089 -2.951 0.21
H 0.836 -4.358 -0.144 0.40
H 2.290 -5.751 -1.566 0.46
H 3.431 -4.880 -3.489 0.43
H 2.984 -2.470 -4.200 0.40
H -0.188 -0.756 -3.426 0.03
H 1.596 -0.529 -4.036 0.38
Cl 3.508 2.613 -1.929 -0.24
C 3.665 0.816 -2.122 -0.81
H 4.452 0.609 -1.421 0.29
H 4.007 0.628 -3.138 0.43
```

Computed properties:
Charge   +1
LUMO energy (spin up / spin down)   -0.161 / -0.161 hartree
2S+1   7

# 4
The following is a DFT calculation (wB97M-V/def2-TZVPD) of C40H34FeGeN4OS2 as an isolated structure.

The geometry in XYZ format:
```
83
Properties=species:S:1:pos:R:3:mulliken_charge:R:1
Fe -1.266 0.422 -0.282 1.59
C 2.142 -0.359 2.309 -1.81
C 0.720 -0.359 1.823 0.90
N 0.247 0.657 1.159 0.70
N 1.086 1.766 1.063 -1.00
C 0.991 2.414 -0.034 0.31
S 0.018 1.909 -1.420 -0.42
S 1.879 3.890 -0.303 -0.07
C 2.356 4.403 1.382 -1.29
C 3.528 3.685 1.998 0.99
C 4.812 3.892 1.504 -0.44
C 5.906 3.274 2.092 -0.58
C 5.726 2.440 3.189 -0.50
C 4.448 2.227 3.687 -0.45
C 3.356 2.846 3.093 -0.36
C -0.127 -1.532 2.117 0.64
C 0.419 -2.579 2.891 -1.05
C -0.344 -3.631 3.333 -1.12
C -1.710 -3.660 3.029 -0.47
C -2.272 -2.667 2.262 -0.71
C -1.493 -1.617 1.768 0.71
O -2.065 -0.745 0.942 -0.74
H 2.633 0.575 2.065 0.27
H 2.681 -1.180 1.829 0.38
H 2.186 -0.511 3.388 0.49
H 1.465 4.335 2.002 0.44
H 2.593 5.455 1.224 0.53
H 4.959 4.546 0.650 0.38
H 6.900 3.453 1.702 0.39
H 6.580 1.968 3.659 0.40
H 4.301 1.584 4.548 0.42
H 2.358 2.682 3.486 0.27
H 1.468 -2.554 3.152 0.45
H 0.106 -4.419 3.920 0.45
H -2.328 -4.472 3.392 0.45
H -3.320 -2.684 1.991 0.52
C -4.480 3.990 2.556 -0.42
C -4.803 4.405 1.267 -0.63
C -4.344 3.699 0.171 -0.47
C -3.556 2.568 0.370 0.15
C -3.219 2.160 1.652 -0.16
C -3.685 2.873 2.747 -0.97
N -3.052 1.766 -0.732 0.80
N -3.341 2.205 -1.851 -0.81
C -2.868 1.464 -2.966 -0.68
C -2.581 2.217 -4.093 -0.10
C -1.992 1.614 -5.196 -0.63
C -1.712 0.256 -5.181 -0.67
C -2.067 -0.516 -4.079 -0.34
C -2.660 0.086 -2.978 -0.21
H -4.856 4.538 3.412 0.41
H -5.418 5.283 1.118 0.40
H -4.578 4.012 -0.836 0.45
H -2.606 1.280 1.797 0.82
H -3.429 2.549 3.747 0.42
H -2.792 3.279 -4.073 0.47
H -1.749 2.209 -6.067 0.40
H -1.253 -0.212 -6.041 0.47
H -1.894 -1.585 -4.099 0.48
Ge -0.172 -1.650 -1.140 -0.15
C -1.020 -3.400 -1.221 0.63
C -0.312 -4.527 -0.784 -0.09
C -0.887 -5.788 -0.825 -1.00
C -2.181 -5.946 -1.303 -0.45
C -2.907 -4.835 -1.708 -0.92
C -2.339 -3.570 -1.648 0.36
C 1.604 -1.773 -1.898 0.72
C 2.545 -2.741 -1.521 -0.03
C 3.807 -2.756 -2.098 -0.86
C 4.145 -1.810 -3.057 -0.46
C 3.227 -0.840 -3.431 -0.85
C 1.968 -0.810 -2.845 -0.01
H -3.075 -0.507 -2.166 0.84
H 0.688 -4.433 -0.390 0.18
H -0.322 -6.648 -0.487 0.44
H -2.627 -6.931 -1.348 0.41
H -3.924 -4.949 -2.063 0.45
H -2.951 -2.725 -1.935 0.24
H 2.315 -3.481 -0.771 0.27
H 4.525 -3.510 -1.800 0.43
H 5.129 -1.828 -3.509 0.39
H 3.493 -0.093 -4.168 0.44
H 1.269 -0.037 -3.136 0.19
```

Computed properties:
Charge   +1
LUMO energy (spin up / spin down)   -0.145 / -0.157 hartree
2S+1   6

Table of energy relative to the best compared isomer or geometry (same formula, charge and spin) (kcal/mol), in record order: 13.8 42.3 18.7 8.0